# 1
Computed, not measured: C59H156F3N13O16Pd as an isolated structure, with the ωB97M-V functional and the def2-TZVPD basis.

Output
**Total charge**: 0
**ΔE to the lowest compared entry with this formula, charge and spin**: 1.467 eV
**Spin multiplicity**: 3
**Kohn-Sham gap (spin up / spin down)**: 7.66 / 7.53 eV
**<S²>**: 2.0039
**Electronic energy**: -4684.19359 Eh
**E_LUMO (spin up / spin down)**: 0.319 / 0.293 eV

Last column: Löwdin spin population.
Cartesian coordinates (Å):
Pd1 3.2930 0.3971 -1.6404  1.54
C1 6.1537 0.4764 -0.9722  0.01
O1 5.0271 0.2363 -0.0754  0.03
O2 5.5071 0.8335 -2.1636  0.11
C2 7.2779 1.4222 -0.4123  0.00
F1 7.9855 0.9014 0.5860  0.00
F2 8.1425 1.6845 -1.3368  0.00
F3 6.8365 2.6484 -0.0849  0.00
C3 5.3230 -0.6131 1.0547  0.00
C4 4.0684 -0.6795 1.9060  0.00
H1 3.1630 -1.0274 1.4087  0.00
H2 4.2526 -1.2602 2.8099  0.00
H3 3.9772 0.4001 2.0250  0.00
H4 6.1678 -0.2842 1.6598  0.00
H5 5.5327 -1.6420 0.7622  0.00
H6 6.7024 -0.4595 -1.0772  0.00
C5 -0.2646 1.0311 0.9331  0.00
C6 0.3269 -0.2703 0.3660  0.02
C7 -0.8058 -0.9727 -0.3513  0.00
O3 1.4570 -0.0606 -0.4973  0.05
H7 0.4115 1.7235 1.4348  0.00
H8 -0.9736 0.8745 1.7461  0.00
H9 -0.7210 1.6497 0.1604  0.00
H10 0.6907 -0.7288 1.2856  0.00
H11 -1.1803 -0.5232 -1.2710  0.00
H12 -1.6847 -0.9880 0.2932  0.00
H13 -0.6015 -2.0238 -0.5555  0.00
C8 2.2595 6.5495 -3.8912  0.00
C9 0.7022 6.7463 -3.9644  0.00
C10 0.1269 7.1440 -2.5843  0.00
O4 0.5324 6.1433 -1.6462  0.00
C11 0.2025 6.4251 -0.2666  0.00
N1 0.4173 7.7410 -5.0062  0.00
H14 2.5955 6.2044 -4.8690  0.00
H15 2.6018 5.7392 -3.2475  0.00
H16 2.6948 7.4855 -3.5410  0.00
H17 0.2185 5.8410 -4.3314  0.00
H18 -0.9522 7.2937 -2.6214  0.00
H19 0.6080 8.0691 -2.2669  0.00
H20 0.7237 7.3324 0.0387  0.00
H21 0.5030 5.6009 0.3802  0.00
H22 -0.8634 6.5741 -0.0942  0.00
H23 -0.5848 7.8592 -5.0500  0.00
H24 0.6986 8.6766 -4.7501  0.00
C12 -0.7597 -5.4794 -2.7235  0.00
C13 -1.8152 -6.5913 -2.7065  0.00
C14 -1.2541 -7.9886 -2.8200  0.00
O5 -0.7836 -8.1554 -4.1130  0.00
C15 -0.1454 -9.4609 -4.3289  0.00
N2 -2.5200 -6.5172 -1.4264  0.00
H25 -1.1735 -4.4742 -2.8031  0.00
H26 -0.0669 -5.6870 -3.5391  0.00
H27 -0.0469 -5.4211 -1.9009  0.00
H28 -2.5801 -6.3239 -3.4355  0.00
H29 -2.1006 -8.6176 -2.5444  0.00
H30 -0.4622 -8.2156 -2.1061  0.00
H31 -0.7615 -10.2705 -3.9376  0.00
H32 0.8529 -9.5752 -3.9065  0.00
H33 -0.1127 -9.6159 -5.4073  0.00
H34 -2.7898 -5.5555 -1.2761  0.00
H35 -1.8246 -6.7288 -0.7250  0.00
C16 2.0186 2.7194 3.8613  0.00
C17 3.1587 2.0544 4.5720  0.00
C18 4.4310 2.8775 4.5688  0.00
O6 4.8485 3.0719 3.2570  0.00
C19 6.1863 3.6141 3.0244  0.00
N3 2.7799 1.7702 5.8870  0.00
H36 2.1292 2.8751 2.7882  0.00
H37 1.7839 3.7026 4.2691  0.00
H38 1.1207 2.1263 4.0349  0.00
H39 3.3451 1.1494 3.9938  0.00
H40 5.1724 2.3457 5.1651  0.00
H41 4.2327 3.7966 5.1203  0.00
H42 6.2549 4.5316 3.6090  0.00
H43 6.2048 3.8833 1.9683  0.00
H44 6.9706 2.8950 3.2606  0.00
H45 3.6121 1.4207 6.3402  0.00
H46 1.9544 1.1883 5.8933  0.00
C20 -5.2213 -2.1137 -5.6666  0.00
C21 -4.2817 -0.9632 -5.9949  0.00
C22 -2.7628 -1.0594 -5.4575  0.00
O7 -2.7658 -1.1566 -4.0423  0.00
C23 -2.9145 0.0440 -3.2727  0.00
N4 -4.3077 -0.8672 -7.4448  0.00
H47 -6.2732 -1.8945 -5.8496  0.00
H48 -5.1527 -2.3717 -4.6098  0.00
H49 -5.0705 -3.1078 -6.0875  0.00
H50 -4.7553 -0.1038 -5.5203  0.00
H51 -2.1979 -0.2429 -5.9075  0.00
H52 -2.2631 -1.9687 -5.7915  0.00
H53 -1.9787 0.6023 -3.2998  0.00
H54 -3.2329 -0.1191 -2.2431  0.00
H55 -3.6278 0.6851 -3.7907  0.00
H56 -5.2127 -0.7984 -7.8880  0.00
H57 -3.9063 0.0031 -7.7635  0.00
C24 2.5855 -3.5574 -1.4280  0.00
C25 3.9010 -2.8539 -1.7712  0.01
C26 4.8896 -3.7156 -2.5806  0.00
O8 5.8920 -2.9295 -3.1796  0.00
C27 6.9438 -3.7064 -3.7406  0.00
N5 3.6128 -1.6317 -2.5413  0.07
H58 1.8733 -2.7855 -1.1363  0.00
H59 2.8087 -4.2515 -0.6177  0.00
H60 2.2029 -4.1301 -2.2728  0.00
H61 4.3384 -2.6728 -0.7894  0.00
H62 4.5046 -4.3087 -3.4101  0.00
H63 5.3847 -4.4073 -1.8990  0.00
H64 7.3774 -4.4254 -3.0456  0.00
H65 7.6990 -2.9870 -4.0573  0.00
H66 6.4842 -4.2555 -4.5624  0.00
H67 4.4795 -1.6117 -3.0594  0.00
H68 2.9941 -1.9793 -3.2600  0.00
C28 2.3302 5.3035 9.0559  0.00
C29 1.8313 6.1092 7.8924  0.00
C30 0.6630 5.4837 7.1242  0.00
O9 0.3744 6.2305 5.9196  0.00
C31 -0.6877 5.8011 5.2469  0.00
N6 1.4186 7.4150 8.3475  0.00
H69 3.0670 5.8544 9.6403  0.00
H70 2.6722 4.3013 8.7973  0.00
H71 1.4780 5.1042 9.7057  0.00
H72 2.6480 6.2574 7.1859  0.00
H73 -0.2300 5.3906 7.7424  0.00
H74 0.9205 4.4608 6.8498  0.00
H75 -1.6011 5.7038 5.8336  0.00
H76 -0.3923 4.9082 4.6959  0.00
H77 -0.8749 6.5438 4.4713  0.00
H78 0.6955 7.6978 7.7015  0.00
H79 0.7696 7.2332 9.0997  0.00
C32 -4.5300 7.4139 -0.9608  0.00
C33 -3.4138 7.0285 -1.9166  0.00
C34 -2.9705 5.5244 -1.7874  0.00
O10 -2.6324 5.3118 -0.4299  0.00
C35 -1.9901 4.1314 -0.1564  0.00
N7 -4.0403 7.2211 -3.1962  0.00
H80 -4.1596 7.1553 0.0312  0.00
H81 -5.5127 6.9437 -0.9954  0.00
H82 -4.8047 8.4629 -1.0721  0.00
H83 -2.6253 7.7236 -1.6282  0.00
H84 -2.1697 5.3087 -2.4947  0.00
H85 -3.7836 4.8293 -1.9973  0.00
H86 -2.6586 3.2807 -0.2889  0.00
H87 -1.7408 4.0612 0.9024  0.00
H88 -1.0451 4.0680 -0.6958  0.00
H89 -4.2159 8.2138 -3.2584  0.00
H90 -4.9959 6.8940 -3.1914  0.00
C36 -4.5346 -5.5152 1.6667  0.00
C37 -4.0036 -4.0799 1.7166  0.00
C38 -4.3409 -3.3372 0.4243  0.00
O11 -3.7383 -4.0094 -0.7003  0.00
C39 -4.0148 -3.4628 -1.9230  0.00
N8 -4.5602 -3.3244 2.7810  0.00
H91 -4.1830 -5.9383 0.7257  0.00
H92 -5.6153 -5.6404 1.7328  0.00
H93 -4.1978 -6.0613 2.5478  0.00
H94 -2.9232 -4.0289 1.8518  0.00
H95 -3.9027 -2.3421 0.3472  0.00
H96 -5.4157 -3.1942 0.3127  0.00
H97 -3.3211 -3.9831 -2.5834  0.00
H98 -3.8801 -2.3875 -2.0403  0.00
H99 -5.0360 -3.6713 -2.2423  0.00
H100 -4.2063 -3.5075 3.7091  0.00
H101 -5.5594 -3.4321 2.8817  0.00
C40 0.2395 -3.9494 2.3261  0.00
C41 -0.0103 -5.4370 2.1521  0.00
C42 -0.1080 -5.8565 0.6541  0.00
O12 -0.8035 -7.0844 0.5829  0.00
C43 -0.1217 -8.2789 0.9900  0.00
N9 1.1264 -6.1318 2.8481  0.00
H102 0.2440 -3.7729 3.4017  0.00
H103 -0.3819 -3.2606 1.7539  0.00
H104 1.1863 -3.7762 1.8145  0.00
H105 -0.9406 -5.7146 2.6477  0.00
H106 0.8260 -5.8406 0.0926  0.00
H107 -0.7391 -5.1418 0.1259  0.00
H108 -0.0991 -8.2700 2.0797  0.00
H109 0.8741 -8.2921 0.5467  0.00
H110 -0.6535 -9.1680 0.6512  0.00
H111 0.7093 -7.0403 2.9920  0.00
H112 1.2191 -5.6997 3.7563  0.00
C44 3.2275 -3.7269 -6.2851  0.00
C45 1.9689 -2.9752 -6.7963  0.00
C46 1.8340 -1.5680 -6.2541  0.00
O13 1.8294 -1.5838 -4.8093  0.00
C47 0.6657 -2.0836 -4.1556  0.00
N10 1.8994 -2.8830 -8.2556  0.00
H113 4.1208 -3.1863 -6.5980  0.00
H114 3.3609 -4.7180 -6.7186  0.00
H115 3.2704 -3.8562 -5.2037  0.00
H116 1.0483 -3.4754 -6.4955  0.00
H117 0.9000 -1.1226 -6.5967  0.00
H118 2.6585 -0.9546 -6.6175  0.00
H119 -0.1564 -1.3851 -4.3113  0.00
H120 0.8435 -2.1533 -3.0825  0.00
H121 0.2971 -3.0652 -4.4535  0.00
H122 1.1249 -2.2685 -8.4616  0.00
H123 1.6573 -3.7602 -8.6937  0.00
C48 0.5149 2.3622 -3.0322  0.00
C49 1.9874 2.4575 -3.3498  0.00
C50 2.6822 3.2382 -2.1915  0.00
O14 2.8633 2.3756 -1.0778  0.04
C51 2.8712 3.0883 0.2062  0.01
N11 2.6966 1.2134 -3.6296  0.08
H124 -0.0936 1.8401 -3.7706  0.00
H125 0.0800 3.3274 -2.7728  0.00
H126 0.3379 1.9059 -2.0582  0.00
H127 2.1382 3.0523 -4.2507  0.00
H128 2.0658 4.0925 -1.9115  0.00
H129 3.6807 3.5932 -2.4468  0.00
H130 1.9148 3.3865 0.6358  0.00
H131 3.5137 3.9688 0.2008  0.00
H132 3.4453 2.4327 0.8610  0.00
H133 2.0821 0.7071 -4.2511  0.00
H134 3.3247 1.4024 -4.3976  0.00
C52 -1.5833 -1.2987 7.6574  0.00
C53 -1.7604 -0.2863 6.4748  0.00
C54 -1.0320 -0.6421 5.1571  0.00
O15 0.3956 -0.6142 5.4376  0.00
C55 1.2444 -0.9926 4.3366  0.00
N12 -3.2386 -0.1815 6.2993  0.00
H135 -0.5240 -1.5469 7.7230  0.00
H136 -2.1318 -2.2298 7.5153  0.00
H137 -1.9634 -0.8877 8.5927  0.00
H138 -1.3164 0.6473 6.8204  0.00
H139 -1.1804 0.1554 4.4291  0.00
H140 -1.3586 -1.5819 4.7120  0.00
H141 2.2792 -0.9216 4.6718  0.00
H142 1.0616 -0.2918 3.5220  0.00
H143 1.0748 -2.0286 4.0430  0.00
H144 -3.5848 -1.0660 5.9560  0.00
H145 -3.2589 0.4443 5.5068  0.00
C56 -4.9966 0.7550 1.4202  0.00
C57 -4.8498 0.4596 2.9415  0.00
C58 -6.2307 -0.1097 3.5102  0.00
O16 -7.3103 0.8349 3.4058  0.00
C59 -7.1976 2.0159 4.2505  0.00
N13 -3.8040 -0.5763 3.1112  0.00
H146 -5.6523 1.5565 1.0798  0.00
H147 -5.2954 -0.1239 0.8490  0.00
H148 -4.0015 1.0055 1.0527  0.00
H149 -4.4832 1.2998 3.5313  0.00
H150 -6.1972 -0.4743 4.5368  0.00
H151 -6.5346 -0.9265 2.8555  0.00
H152 -6.7729 1.7584 5.2208  0.00
H153 -8.2110 2.3942 4.3852  0.00
H154 -6.6282 2.7573 3.6900  0.00
H155 -4.0316 -1.4184 2.6021  0.00
H156 -2.9643 -0.1769 2.7168  0.00


# 2
Computed, not measured: C59H36BaCl4I2N8O4 as an isolated structure, with the ωB97M-V functional and the def2-TZVPD basis.

Output
**Total charge**: 0
**ΔE to the lowest compared entry with this formula, charge and spin**: 0.000 eV
**Kohn-Sham gap**: 5.15 eV
**Electronic energy**: -5470.63357 Eh
**E_LUMO**: -1.347 eV

Last column: Löwdin charge in e.
Cartesian coordinates (Å):
Ba1 0.1864 -0.8822 0.1358  1.85
Cl1 -1.0796 -6.4025 -7.9164  0.66
C1 -0.9786 -5.3155 -6.5704  -0.67
C2 -0.2808 -5.7245 -5.4363  -0.09
C3 -0.2481 -4.8485 -4.3389  -0.01
C4 -0.8530 -3.5567 -4.3906  -0.20
C5 -1.5334 -3.2263 -5.5544  -0.03
C6 -1.6267 -4.0789 -6.6312  -0.10
C7 -0.7755 -2.6230 -3.2058  -0.10
C8 0.2520 -1.7059 -3.2881  -0.22
C9 1.3826 -1.6805 -4.2418  0.01
C10 1.9416 -0.4738 -4.1368  -0.03
C11 1.3178 0.2169 -3.0558  -0.30
C12 1.5665 1.5742 -2.7188  -0.04
C13 2.3712 2.4638 -3.5929  -0.21
C14 1.7827 2.6721 -4.8763  0.01
C15 2.3008 3.7013 -5.6754  -0.09
C16 3.3410 4.4535 -5.1918  -0.67
Cl2 4.1640 5.5958 -6.2055  0.66
C17 3.9148 4.2889 -3.8796  -0.08
C18 3.4040 3.2450 -3.1227  -0.06
C19 0.8362 2.2273 -1.6052  -0.22
N1 0.1125 1.6746 -0.6025  -0.05
C20 -0.5396 2.7583 -0.0020  -0.18
C21 -1.4025 2.7541 1.1640  -0.07
C22 -1.9988 3.9802 1.6868  -0.21
C23 -1.1124 5.0033 2.1213  -0.04
C24 -1.6078 6.1543 2.6522  -0.09
C25 -3.0106 6.3552 2.7147  -0.62
Cl3 -3.6761 7.9389 3.2406  0.60
C26 -3.8663 5.4735 2.1770  -0.11
C27 -3.3448 4.2496 1.7080  -0.01
C28 -2.0581 1.5216 1.5414  -0.24
C29 -2.9231 1.3026 2.7577  -0.02
C30 -3.4657 0.0785 2.6181  -0.07
C31 -2.9541 -0.5283 1.4213  -0.25
N2 -2.0496 0.3655 0.8372  -0.05
C32 -3.3823 -1.7656 0.8346  -0.06
C33 -2.8655 -2.3786 -0.3396  -0.29
C34 -3.5900 -3.3337 -1.1474  -0.03
C35 -2.8765 -3.5856 -2.2903  -0.01
C36 -1.7838 -2.6870 -2.2490  -0.26
N3 -1.7762 -1.9762 -1.0460  -0.09
C37 -4.3881 -2.5392 1.5800  -0.22
C38 -5.5102 -1.9757 2.1413  -0.03
C39 -6.3409 -2.6787 3.0154  -0.05
C40 -6.0079 -4.0242 3.3479  -0.69
Cl4 -6.7928 -4.8980 4.5825  0.69
C41 -4.9412 -4.6226 2.6847  -0.11
C42 -4.1563 -3.8694 1.8299  -0.07
C43 -0.0802 4.0282 -0.6351  -0.01
C44 0.7730 3.6892 -1.5701  -0.02
N4 0.3570 -0.5385 -2.5074  -0.05
H1 0.3254 -6.5798 -5.3922  0.09
H2 0.0956 -5.2952 -3.3982  0.12
H3 -2.0555 -2.2838 -5.5251  0.13
H4 -2.2607 -3.8158 -7.4895  0.11
H5 1.6799 -2.4933 -4.8881  0.11
H6 2.8354 -0.0905 -4.5586  0.11
H7 1.0017 2.0575 -5.1458  0.10
H8 1.9289 3.8199 -6.7111  0.12
H9 4.5787 5.1014 -3.5933  0.10
H10 3.7019 3.0979 -2.1091  0.11
H11 -0.0764 4.7725 2.0845  0.11
H12 -0.9409 6.8798 3.0848  0.10
H13 -4.9239 5.7143 2.1823  0.11
H14 -4.0702 3.5817 1.2676  0.13
H15 -3.1948 2.0312 3.4912  0.10
H16 -3.9740 -0.3896 3.4777  0.12
H17 -4.5571 -3.8051 -0.9869  0.11
H18 -3.0228 -4.4252 -2.9932  0.13
H19 -5.7009 -0.9518 1.9580  0.11
H20 -7.0739 -2.1142 3.5480  0.10
H21 -4.6338 -5.6901 2.8963  0.13
H22 -3.2501 -4.2835 1.3175  0.13
H23 -0.5377 4.9874 -0.4004  0.11
H24 1.3980 4.2925 -2.1888  0.10
O1 -1.7247 -2.8959 4.1917  0.14
C45 -0.8489 -2.2092 3.4266  -0.46
O2 -0.4445 -2.6330 2.3708  -0.02
C46 -0.2877 -0.9639 4.0181  -0.16
C47 -0.6635 -0.3838 5.2185  0.03
C48 -0.0573 0.8116 5.6063  -0.03
C49 0.8770 1.3531 4.7814  0.01
C50 1.1467 0.7683 3.5548  -0.19
N5 0.5990 -0.3476 3.2266  0.16
C51 2.0876 1.4258 2.5574  -0.40
O3 2.8550 2.4801 3.0734  0.08
O4 2.2076 1.0940 1.4109  0.02
H25 -2.0718 -3.5914 3.5967  0.13
H26 -1.3845 -0.8671 5.9972  0.17
H27 -0.3123 1.2933 6.5551  0.13
H28 1.4050 2.2895 5.0849  0.13
H29 2.8717 2.5566 4.0470  0.10
I1 4.7426 -1.6201 1.9319  0.22
I2 3.7998 -3.8643 2.9739  -0.01
C52 -0.0188 -5.5164 0.3819  -0.06
C53 0.7326 -6.6621 -0.2553  -0.25
N6 1.4196 -7.5309 -0.6423  0.11
H30 -0.6380 -5.8604 1.2200  0.08
H31 -0.6970 -5.0944 -0.4219  0.09
H32 0.5752 -4.7352 0.7856  0.03
N7 8.6425 5.3544 1.4580  0.19
C54 7.9241 4.4928 1.3204  -0.20
C55 7.1445 3.3444 1.3873  -0.23
C56 5.8323 3.2315 1.0387  0.03
C57 5.2531 1.9300 1.0935  -0.11
N8 5.9449 0.8686 1.4653  -0.08
C58 7.2715 1.0208 1.7905  -0.14
C59 7.9211 2.1896 1.7257  -0.01
H33 5.3292 4.0669 0.5926  0.12
H34 4.2789 1.8340 0.8337  0.05
H35 7.8518 0.0953 2.0143  0.12
H36 9.0359 2.3101 1.8930  0.15